DFT (ωB97M-V/def2-TZVPD) results for a 13-piece molecular cluster, C15H20Cl36IN3OP overall in a non-equilibrium geometry.

```
77
Properties=species:S:1:pos:R:3:forces:R:3:lowdin_charge:R:1
O -0.6696 2.3597 0.1248 0.2 -0.6 -1.1 -0.347
P 0.6400 1.4387 -0.1770 1.0 -1.0 1.2 0.478
I -0.1481 -0.8445 -0.4476 -0.2 0.4 -0.2 0.475
N 1.1717 2.0093 -1.8196 -1.6 -1.3 0.1 -0.080
C 2.4403 2.2630 -1.9604 1.8 0.5 -1.9 -0.466
N 3.4829 1.4407 -1.6009 -0.6 0.1 2.1 0.088
C 4.4198 2.4130 -0.9885 1.1 0.1 -0.8 -0.155
C 3.7864 3.8026 -1.2465 0.6 -2.1 -0.6 -0.115
N 2.9422 3.4402 -2.4318 -2.2 0.7 0.7 0.121
H -0.5105 3.2233 -0.2687 -0.4 0.5 0.2 0.047
H 0.5258 2.1743 -2.5778 -0.3 0.7 -0.1 0.139
H 3.8967 1.1386 -2.4763 -0.1 -0.8 0.0 0.118
H 5.3598 2.2237 -1.4902 0.3 0.6 0.0 0.046
H 4.5932 2.2953 0.0604 -0.2 -0.6 0.6 0.116
H 3.1099 3.9402 -0.4204 0.0 1.0 0.5 0.117
H 4.5245 4.5548 -1.4295 -0.1 0.5 -0.1 0.037
H 2.1177 4.0297 -2.4705 0.4 0.9 -0.6 0.139
C -1.7426 -4.8214 -1.2301 -0.1 0.2 0.0 -1.577
Cl -1.7713 -4.0832 -2.8312 0.1 0.0 0.0 0.516
Cl -0.0954 -4.8787 -0.5966 -0.1 0.1 0.0 0.470
Cl -2.8041 -3.9451 -0.1232 0.0 0.0 0.0 0.499
H -2.1045 -5.8378 -1.3143 0.0 0.2 0.0 -0.105
C -3.0547 -2.8018 3.9548 -0.1 -0.2 -0.3 -1.582
Cl -2.1922 -1.8598 2.7321 0.1 0.1 0.0 0.465
Cl -4.7864 -2.7953 3.6278 0.0 0.0 0.0 0.521
Cl -2.4366 -4.4526 4.0146 0.0 0.0 0.0 0.534
H -2.8868 -2.3427 4.9144 0.0 0.1 0.1 -0.077
C 6.5459 7.2041 -0.6855 0.1 0.2 -0.3 -1.501
Cl 7.0614 8.2003 -2.0383 0.1 -0.1 0.0 0.546
Cl 4.7890 7.0193 -0.7267 -0.1 0.1 0.2 0.554
Cl 7.3412 5.6210 -0.6979 0.0 0.0 0.1 0.546
H 6.8161 7.7107 0.2296 0.0 0.0 0.1 0.019
C 7.2540 -0.8798 -1.6882 0.2 0.1 -0.2 -1.524
Cl 8.7374 -1.3129 -2.5240 0.0 0.0 0.0 0.561
Cl 7.3884 0.7403 -0.9949 0.1 -0.1 0.1 0.555
Cl 5.8747 -0.9697 -2.7903 -0.1 0.0 0.0 0.530
H 7.0955 -1.5864 -0.8866 -0.1 0.0 0.1 -0.026
C 8.6580 4.3229 -3.8433 0.1 0.0 -0.2 -1.569
Cl 9.4401 5.1801 -5.1633 -0.1 0.1 0.0 0.552
Cl 6.8989 4.2887 -4.0729 -0.1 0.0 0.0 0.483
Cl 9.3045 2.6940 -3.7027 -0.1 -0.1 0.1 0.534
H 8.8638 4.8529 -2.9240 0.0 0.0 0.0 -0.034
C -4.8676 -0.7792 7.0240 -0.1 -0.1 -0.2 -1.512
Cl -3.9204 0.1697 5.8710 0.0 0.0 0.0 0.540
Cl -6.5702 -0.7808 6.5797 0.1 0.0 0.0 0.513
Cl -4.2457 -2.4302 7.1270 0.0 0.0 0.2 0.559
H -4.7697 -0.3218 7.9973 0.0 0.0 0.1 0.013
C -1.4027 -8.7284 0.1236 0.1 0.2 0.2 -1.511
Cl -1.4332 -8.0208 -1.4956 0.1 -0.5 -0.2 0.578
Cl 0.2416 -8.7570 0.7557 0.0 0.0 0.0 0.537
Cl -2.4733 -7.8318 1.2009 0.0 0.0 0.0 0.543
H -1.7592 -9.7455 0.0542 0.0 -0.1 0.0 0.015
C -5.8749 -4.0605 -2.4066 0.0 -0.1 -0.1 -1.559
Cl -5.0951 -3.1234 -3.6827 -0.1 0.0 0.0 0.509
Cl -7.6213 -4.0952 -2.6317 0.0 0.0 0.0 0.541
Cl -5.2198 -5.7003 -2.3502 0.0 0.0 0.0 0.522
H -5.6642 -3.5821 -1.4610 0.0 0.0 0.1 -0.006
C 4.0740 -4.6018 -0.5637 -0.2 0.1 0.0 -1.528
Cl 3.3008 -3.6545 -1.8359 0.1 0.0 0.0 0.505
Cl 5.3962 -3.6990 0.1877 0.0 0.0 0.0 0.540
Cl 2.8860 -5.0796 0.6398 0.1 -0.1 0.1 0.526
H 4.4858 -5.4948 -1.0104 0.1 0.0 0.0 0.018
C -10.5430 0.5128 6.4923 0.0 0.1 -0.2 -1.539
Cl -12.0422 0.8723 5.6423 0.0 0.0 0.0 0.538
Cl -9.8858 -1.0395 5.9577 0.0 0.0 0.0 0.507
Cl -9.3636 1.8023 6.2570 0.0 0.0 0.0 0.524
H -10.7596 0.4408 7.5479 0.0 0.0 0.1 0.015
C -13.0370 -2.5551 3.6195 -0.1 0.0 0.0 -1.571
Cl -13.8598 -3.0365 5.1029 0.0 0.0 0.0 0.519
Cl -12.7456 -3.9535 2.5842 0.0 0.0 0.0 0.525
Cl -13.9624 -1.3224 2.7621 0.0 0.0 0.0 0.518
H -12.0808 -2.1293 3.8891 0.0 0.0 0.0 -0.024
C 5.8227 8.6262 -5.8064 0.0 0.2 -0.1 -1.560
Cl 7.2734 9.5841 -5.4994 0.0 -0.1 0.1 0.520
Cl 4.5567 9.0124 -4.6359 0.0 0.0 0.0 0.500
Cl 5.2473 8.8793 -7.4516 0.0 0.0 0.0 0.539
H 6.0785 7.5828 -5.6948 0.0 -0.1 0.0 -0.001
```
Positions in Å, forces in eV/Å.

The HOMO-LUMO gap comes out at 7.6 eV. Its net charge is +1. The calculation puts the HOMO energy at -11.944 eV.

=====

DFT (ωB97M-V/def2-TZVPD) results for C15H20Cl39O3PS as an isolated structure in a non-equilibrium geometry.

```
79
Properties=species:S:1:pos:R:3:forces:R:3:lowdin_charge:R:1
C 2.1834 2.7707 1.9229 0.7 0.3 -0.7 -0.284
P 1.3139 4.3788 1.7832 -1.0 0.2 1.7 0.839
C 2.6158 5.6762 1.8313 -0.1 -0.8 -1.1 -0.276
O 0.6035 4.5123 0.2265 0.1 -0.1 0.7 -0.590
S -0.8443 3.7914 0.0224 0.5 -0.5 -0.8 0.704
O -0.5660 2.3776 0.0125 0.0 -0.4 0.3 -0.449
O -1.6059 4.1091 1.4524 0.3 0.1 -0.3 -0.328
H 3.2018 2.7650 1.5292 0.0 -0.1 -0.2 0.042
H 1.6047 1.9757 1.4622 -0.1 0.0 0.0 0.027
H 2.2659 2.5798 2.9885 -0.2 0.0 0.1 -0.021
H 3.4831 5.4528 1.2101 0.1 0.1 -0.1 0.041
H 2.1355 6.5946 1.5060 0.1 0.2 0.1 0.037
H 2.9354 5.7536 2.8652 -0.1 0.1 0.1 -0.017
H -2.5364 3.9042 1.2526 0.1 0.1 0.2 0.041
C 2.8764 -3.0874 -2.5094 0.1 -0.1 0.1 -1.508
Cl 3.9080 -1.6611 -2.6440 -0.1 0.0 -0.1 0.506
Cl 3.8451 -4.5618 -2.3877 -0.6 0.5 -0.2 0.460
Cl 1.7946 -2.9584 -1.1211 0.1 0.0 0.0 0.515
H 2.2732 -3.1498 -3.4046 0.0 0.0 0.0 0.015
C -2.6871 7.1200 -2.3729 -0.3 0.2 0.2 -1.512
Cl -2.2108 6.2649 -0.9013 -0.2 0.6 -0.3 0.538
Cl -4.0341 6.3032 -3.1636 0.1 0.0 -0.1 0.518
Cl -3.1224 8.7933 -2.0019 0.1 0.0 0.0 0.529
H -1.8436 7.1343 -3.0493 0.0 0.0 0.0 0.017
C 3.1593 3.4789 6.5897 0.0 0.1 0.1 -1.540
Cl 2.8011 4.2065 5.0200 0.0 0.0 0.2 0.570
Cl 4.2486 4.5064 7.5212 0.0 0.0 0.0 0.530
Cl 1.6733 3.1671 7.4845 0.0 0.0 0.0 0.533
H 3.6541 2.5330 6.4162 0.0 0.0 0.0 0.013
C 6.4077 -8.0012 -0.9535 -0.1 0.0 0.0 -1.518
Cl 5.5397 -6.7424 -1.8385 0.5 -0.5 0.1 0.490
Cl 6.1722 -7.7972 0.7838 0.0 0.0 0.0 0.518
Cl 5.8953 -9.6053 -1.4733 0.0 0.0 0.0 0.542
H 7.4632 -7.8976 -1.1655 0.0 0.0 0.0 0.016
C -2.4632 -0.7767 0.6222 0.1 0.0 -0.2 -1.495
Cl -3.1887 0.4800 -0.3671 -0.2 0.1 0.5 0.509
Cl -3.5870 -2.1311 0.8353 -0.2 0.0 0.1 0.547
Cl -0.9653 -1.3700 -0.0971 0.0 0.1 0.0 0.514
H -2.2459 -0.3621 1.5969 0.1 0.0 0.0 0.022
C -6.5410 3.7321 -1.6414 -0.2 0.2 -0.1 -1.558
Cl -6.1319 3.2567 -3.2851 0.0 0.0 0.1 0.515
Cl -5.1078 4.0582 -0.6611 0.1 -0.2 0.0 0.510
Cl -7.5922 5.1499 -1.6577 0.3 0.3 0.1 0.506
H -7.0813 2.9143 -1.1838 0.0 0.0 0.0 -0.066
C 7.7248 2.4567 -3.6398 0.0 0.0 -0.1 -1.562
Cl 7.0782 3.6739 -4.7407 0.0 0.0 0.0 0.521
Cl 6.5330 1.1922 -3.3355 0.0 0.0 0.0 0.511
Cl 9.2187 1.7687 -4.2763 0.0 0.0 0.0 0.522
H 7.9503 2.9394 -2.6990 0.0 0.0 0.0 0.010
C -2.5105 -5.6607 1.3140 0.1 -0.1 0.0 -1.572
Cl -3.3767 -7.1915 1.1680 0.0 0.0 0.0 0.525
Cl -2.0733 -5.3497 2.9960 0.0 0.0 0.0 0.517
Cl -1.0777 -5.6510 0.2860 0.0 0.1 0.0 0.519
H -3.1670 -4.8684 0.9817 0.0 0.0 0.0 -0.047
C 6.2929 -9.5379 4.4779 -0.1 0.0 -0.1 -1.548
Cl 5.7875 -7.8591 4.2592 0.0 0.0 0.0 0.508
Cl 4.8941 -10.6109 4.4930 0.0 0.0 0.0 0.529
Cl 7.4349 -10.0185 3.2220 0.0 0.0 0.1 0.509
H 6.7905 -9.6173 5.4344 0.0 0.0 0.0 0.010
C -2.9313 0.7378 -4.5893 -0.1 0.0 0.1 -1.523
Cl -2.3596 -0.2936 -3.2841 0.2 -0.1 -0.4 0.505
Cl -4.5395 0.2219 -5.1114 0.0 0.0 -0.1 0.513
Cl -2.9663 2.4271 -4.0790 0.2 0.0 0.0 0.507
H -2.2555 0.6433 -5.4279 0.0 0.0 0.0 0.013
C -11.5839 3.2321 -1.4449 0.0 -0.1 -0.1 -1.540
Cl -12.4332 4.3243 -2.5374 0.0 0.0 0.0 0.532
Cl -12.4076 1.6747 -1.3497 0.0 0.0 0.0 0.529
Cl -9.9060 3.0279 -1.9526 -0.3 -0.2 -0.1 0.514
H -11.5845 3.6741 -0.4581 0.0 0.0 0.0 0.014
C 6.2822 -3.8295 1.0753 0.0 0.1 0.0 -1.549
Cl 5.9715 -2.8889 -0.3829 0.1 0.0 0.2 0.504
Cl 7.8630 -3.4358 1.7574 0.0 0.0 0.0 0.524
Cl 5.0072 -3.5710 2.2684 0.0 0.0 0.0 0.524
H 6.2826 -4.8783 0.8067 0.0 0.0 0.0 -0.041
C -7.0676 -1.2902 -0.7627 0.1 -0.1 -0.1 -1.549
Cl -7.8180 0.3103 -0.7120 0.0 0.0 0.0 0.534
Cl -8.3045 -2.5420 -0.8795 0.0 0.0 0.0 0.537
Cl -5.9235 -1.4115 -2.0943 0.0 0.1 0.0 0.511
H -6.5251 -1.4373 0.1620 0.0 0.0 0.0 -0.014
```
Positions in Å, forces in eV/Å.

The HOMO-LUMO gap comes out at 8.6 eV. The calculation puts the HOMO energy at -8.332 eV. The energy relative to the best compared isomer or geometry (same formula, charge and spin) comes out at 0.0 kcal/mol.

=====

DFT (ωB97M-V/def2-TZVPD) results for C15H20Cl3NO5 as an isolated structure in a non-equilibrium geometry.

```
44
Properties=species:S:1:pos:R:3:forces:R:3:nbo_charge:R:1
O -1.0045 -1.9758 -2.2367 0.3 -1.3 1.7 -0.549
O 1.3045 -1.1605 -0.7278 -2.4 0.8 1.0 -0.515
Cl 4.3996 -3.9598 3.0569 -0.7 0.3 -0.2 0.010
Cl 1.0997 -1.9671 5.4776 -0.3 -1.5 -1.4 -0.034
Cl 3.7488 -1.5453 5.1173 0.5 -0.5 -0.7 -0.056
O 0.0088 2.3353 -0.5708 -1.3 0.9 -1.2 -0.634
O -2.0340 3.2371 -2.7997 -0.6 1.1 2.7 -0.499
O -3.0136 1.3263 -4.2356 -1.0 -0.4 -1.1 -0.494
C -1.1520 -0.7798 -2.2217 2.3 -1.6 0.9 0.644
C 0.3113 -0.5607 -0.2610 4.6 -0.5 0.1 0.587
C -0.7080 1.5353 -1.3938 -0.1 -3.5 -1.0 0.371
C -1.6167 1.9569 -2.5653 1.3 0.0 2.3 0.119
C -0.5323 0.1477 -1.2426 -2.1 1.7 -0.3 -0.339
C -2.0503 0.9911 -3.3804 -0.1 1.0 -0.6 0.450
N -1.6274 -0.3209 -3.3881 -1.1 2.9 -2.1 -0.632
C -2.6651 3.9431 -1.6079 2.1 -1.6 0.2 -0.269
C -2.7727 1.4884 -5.6276 0.1 0.3 -0.4 -0.258
C -1.0075 0.1580 1.7721 -0.6 2.2 1.5 -0.636
C 3.3272 -0.9725 2.0037 0.1 -0.1 0.4 -0.610
C 2.7505 -3.7181 3.6616 -1.1 -0.9 3.7 -0.466
C 0.7709 -1.6735 2.1279 2.0 0.2 -2.2 -0.396
C 2.3768 -2.3090 4.1709 1.4 2.4 -1.0 0.066
C 0.3231 -0.3330 1.2794 -0.2 -2.1 0.5 -0.306
C 2.1011 -1.3588 2.9291 0.4 -0.7 -0.6 -0.274
H -0.2518 3.2244 -0.8639 0.5 0.2 0.5 0.490
H -0.9372 -0.4149 -4.1286 -0.3 -0.9 -0.2 0.415
H -2.9771 3.3504 -0.7418 -0.1 -1.0 -0.7 0.194
H -1.9558 4.5950 -1.1059 0.4 0.5 -0.6 0.170
H -3.4923 4.4696 -1.9387 -1.4 1.1 -0.9 0.206
H -2.0921 2.3307 -5.7557 -0.5 0.4 -0.2 0.182
H -3.7494 1.5598 -6.1117 0.1 0.7 0.3 0.207
H -2.3131 0.7015 -6.2128 0.4 -1.0 0.7 0.175
H -1.8314 -0.1634 1.1168 0.0 -0.5 0.9 0.223
H -1.1512 0.1558 2.9315 0.0 -0.9 -2.2 0.228
H -1.0175 1.2461 1.6267 -0.1 0.1 -0.2 0.211
H 4.2714 -0.5762 2.5250 -1.6 -0.9 -0.4 0.231
H 2.9865 -0.1561 1.3302 0.2 -0.6 0.4 0.215
H 3.5585 -1.8338 1.3955 0.4 0.0 -0.4 0.218
H 1.9223 -4.0419 3.0577 0.2 -0.1 -1.1 0.237
H 2.6568 -4.3847 4.5630 0.3 0.4 -0.8 0.234
H 0.0175 -2.0161 2.8168 -0.5 0.3 0.2 0.220
H 0.9500 -2.5247 1.3742 -0.1 1.2 1.0 0.227
H 1.0943 0.4439 1.3955 -0.2 -0.3 0.1 0.235
H 1.9734 -0.4497 3.3890 -1.0 2.3 1.4 0.202
```
Positions in Å, forces in eV/Å.

The HOMO-LUMO gap comes out at 8.5 eV. The calculation puts the HOMO energy at -8.572 eV. The energy relative to the best compared isomer or geometry (same formula, charge and spin) comes out at 84.6 kcal/mol.